{
  "formula": "C36H72O9",
  "method": "ωB97M-V/def2-TZVPD",
  "species": ["C", "C", "C", "O", "C", "H", "H", "H", "H", "H", "H", "H", "H", "C", "C", "C", "O", "C", "H", "H", "H", "H", "H", "H", "H", "H", "C", "C", "C", "O", "C", "H", "H", "H", "H", "H", "H", "H", "H", "C", "C", "C", "O", "C", "H", "H", "H", "H", "H", "H", "H", "H", "C", "C", "C", "O", "C", "H", "H", "H", "H", "H", "H", "H", "H", "C", "C", "C", "O", "C", "H", "H", "H", "H", "H", "H", "H", "H", "C", "C", "C", "O", "C", "H", "H", "H", "H", "H", "H", "H", "H", "C", "C", "C", "O", "C", "H", "H", "H", "H", "H", "H", "H", "H", "C", "C", "C", "O", "C", "H", "H", "H", "H", "H", "H", "H", "H"],
  "coordinates": [[0.8863, -1.9093, -1.3496], [-0.4419, -2.5883, -0.8708], [-0.7816, -1.8036, 0.3838], [0.0313, -0.5889, 0.2653], [1.2554, -0.8114, -0.4244], [0.8426, -1.5084, -2.3623], [1.7293, -2.5939, -1.2555], [-0.4717, -3.6771, -0.9122], [-1.2088, -2.3934, -1.6205], [-0.5433, -2.2434, 1.3522], [-1.8325, -1.5214, 0.4487], [2.1302, -0.9837, 0.2026], [1.4993, 0.1362, -0.9046], [2.2900, -1.2758, 7.4191], [2.5214, -2.3180, 8.4855], [2.8839, -1.4777, 9.7441], [2.7036, -0.1721, 9.2515], [3.0081, -0.0259, 7.8671], [1.2578, -0.9585, 7.2713], [2.6512, -1.5916, 6.4404], [3.1361, -3.1934, 8.2759], [1.5835, -2.7512, 8.8330], [3.9368, -1.6071, 9.9946], [2.2986, -1.5926, 10.6565], [4.0754, 0.1928, 7.8335], [2.6027, 0.8569, 7.3727], [7.4995, 5.0124, 3.3366], [8.7688, 4.1150, 3.5606], [9.6306, 4.6551, 2.4211], [9.3520, 6.0426, 2.2911], [7.9300, 6.1905, 2.3878], [7.1076, 5.3153, 4.3076], [6.6867, 4.4130, 2.9265], [8.6441, 3.0411, 3.6991], [9.1785, 4.4530, 4.5125], [9.5751, 4.0429, 1.5210], [10.6685, 4.5842, 2.7464], [7.7029, 6.2203, 1.3222], [7.6130, 7.0901, 2.9154], [7.9354, -2.9309, -4.8764], [7.8242, -1.4331, -4.4997], [8.5942, -0.7344, -5.5537], [9.2081, -1.7108, -6.3941], [8.4423, -2.8837, -6.2935], [6.9559, -3.3576, -4.6606], [8.5771, -3.4403, -4.1576], [8.1053, -1.3014, -3.4548], [6.7511, -1.2704, -4.5996], [9.2898, 0.0172, -5.1804], [7.8522, -0.2433, -6.1834], [9.0270, -3.7659, -6.5542], [7.5455, -2.9504, -6.9095], [-5.3645, -9.8940, -3.7283], [-4.7644, -9.5340, -5.0744], [-3.4715, -10.1929, -5.1553], [-2.9572, -10.2328, -3.7859], [-4.0659, -9.9528, -2.9344], [-5.8724, -10.8558, -3.6573], [-6.0207, -9.0926, -3.3886], [-4.6623, -8.4548, -5.1892], [-5.4109, -9.7858, -5.9150], [-2.8354, -9.5595, -5.7735], [-3.5181, -11.2051, -5.5571], [-3.9062, -8.9273, -2.6012], [-4.1110, -10.5623, -2.0319], [-8.9280, 2.5322, -1.8895], [-7.7095, 1.8279, -1.2145], [-6.4383, 2.3518, -1.9319], [-6.9509, 2.5634, -3.2310], [-8.1836, 3.2909, -2.9881], [-9.4227, 3.1513, -1.1410], [-9.5917, 1.7709, -2.2992], [-7.9508, 0.7770, -1.3739], [-7.5676, 1.8936, -0.1358], [-5.5977, 1.6615, -2.0019], [-6.0198, 3.3154, -1.6416], [-9.0046, 3.2850, -3.7050], [-7.9097, 4.3192, -2.7521], [0.3002, 1.0509, -8.4594], [-1.0822, 0.5988, -8.7200], [-1.9156, 1.8968, -8.5894], [-1.2499, 2.6405, -7.5893], [0.1097, 2.3851, -7.8196], [0.7607, 1.0663, -9.4473], [0.9336, 0.4827, -7.7782], [-1.5847, -0.0411, -7.9948], [-1.1393, 0.1902, -9.7289], [-2.9728, 1.7926, -8.3452], [-1.9061, 2.5039, -9.4947], [0.4493, 2.3696, -6.7840], [0.6789, 3.1719, -8.3146], [0.4290, 9.4930, -0.4319], [-0.0455, 10.0359, 0.8423], [0.3783, 8.9243, 1.7414], [0.3520, 7.6747, 1.0625], [-0.0385, 8.0064, -0.3205], [1.4978, 9.4443, -0.6400], [0.0567, 10.0266, -1.3064], [-1.1256, 10.0267, 0.9886], [0.4704, 10.9616, 1.0973], [-0.2715, 8.9019, 2.6162], [1.4000, 9.0266, 2.1073], [-1.1219, 7.8873, -0.3313], [0.4997, 7.2456, -0.8859], [-7.2517, -2.8749, 9.5532], [-6.1583, -3.8443, 9.1512], [-6.1434, -3.8245, 7.6467], [-7.1975, -2.9579, 7.2250], [-8.1020, -2.7151, 8.2829], [-6.7725, -1.9533, 9.8833], [-7.7820, -3.1286, 10.4711], [-6.3811, -4.8755, 9.4253], [-5.3302, -3.5141, 9.7783], [-6.2380, -4.8348, 7.2486], [-5.2474, -3.2958, 7.3215], [-8.9092, -3.4471, 8.3102], [-8.6228, -1.7577, 8.2981]],
  "forces_ev_per_a": [[1.082, -1.684, -0.786], [0.039, 0.770, -1.212], [1.062, 0.848, 0.312], [-0.995, 0.247, 1.113], [-1.364, 1.076, 0.568], [-0.197, -0.428, -0.064], [-0.140, -0.510, -0.699], [0.635, -0.031, 0.880], [-0.079, 0.498, -0.047], [0.236, -0.521, -0.118], [0.120, 0.288, -0.205], [-0.214, -0.567, 0.573], [-0.187, 0.012, -0.315], [1.147, -0.282, -2.335], [-1.589, -0.746, 1.917], [1.398, 0.378, -1.755], [-0.645, 2.776, 1.613], [-0.083, -0.463, 1.387], [-0.072, -0.369, 0.297], [-0.095, -0.283, -0.151], [0.447, 0.498, -0.225], [-0.377, -0.292, -0.710], [0.259, -0.154, 0.257], [-0.230, -0.123, -0.334], [0.503, -1.124, -0.676], [-0.666, 0.183, 0.714], [-0.729, -1.223, -0.486], [-0.669, 1.897, 0.044], [1.532, -0.539, 1.178], [0.302, -0.322, 0.562], [0.612, -1.016, 0.922], [0.134, 0.558, -0.152], [-0.021, 0.012, -0.346], [-0.277, 0.057, -0.716], [0.363, 0.042, -0.049], [-0.549, 0.334, -0.462], [0.228, 0.148, -0.274], [-1.471, -0.366, 0.251], [0.542, 0.420, -0.471], [0.065, 0.097, 1.787], [-1.114, -1.672, 0.948], [-0.388, 0.898, -1.114], [0.466, -0.035, 0.156], [-0.517, -1.208, 0.386], [-0.019, -0.372, -0.751], [0.500, -0.030, -0.314], [0.154, 0.350, -0.179], [0.088, 0.777, 0.231], [0.333, -0.315, -0.265], [0.100, 0.566, -0.130], [0.347, 0.254, -0.030], [-0.017, 0.691, -0.725], [0.628, -0.234, 0.117], [-2.534, 0.669, -1.020], [1.771, -0.307, 0.538], [-0.783, -0.613, -0.944], [0.039, 1.569, 0.952], [-0.157, 0.037, -0.484], [-0.036, -0.241, 0.215], [0.149, 0.144, 0.447], [-0.079, -0.297, -0.062], [0.541, -0.414, 0.056], [0.067, -0.078, 0.004], [0.126, 0.186, 0.463], [0.268, -0.421, -0.282], [2.067, 0.169, 1.698], [0.271, -0.506, 0.955], [-0.989, -0.657, -0.734], [-1.367, 0.534, -1.420], [-0.729, -0.305, 0.157], [-0.293, 0.155, -0.394], [-0.069, 0.299, 0.038], [1.064, -0.265, -0.222], [-0.514, 0.447, 0.158], [-0.216, -0.216, 0.038], [-0.264, 0.096, 0.981], [1.239, 0.163, -1.522], [-0.197, 0.085, 0.267], [1.011, -0.351, -0.137], [-2.613, -0.201, -0.148], [-0.082, 0.540, -0.740], [-0.724, -0.175, -0.704], [1.236, 1.234, 2.213], [0.532, 0.419, 0.253], [-0.252, -0.578, -0.321], [0.649, -0.572, -0.018], [-0.411, -0.290, 0.199], [0.139, -0.335, 0.320], [0.139, -0.074, -0.518], [0.811, -0.008, -0.055], [-0.433, 0.393, -0.342], [-0.667, -1.645, -3.040], [0.689, -0.005, 1.108], [0.927, -0.761, 2.285], [-0.632, 0.847, -1.054], [0.772, -0.001, 1.499], [0.253, 0.321, 0.832], [-0.436, -0.186, -0.124], [-0.102, 0.831, -0.813], [-0.533, 0.157, 0.203], [-0.031, -0.299, 0.200], [0.165, 0.324, 0.103], [-0.071, 0.051, -0.643], [-0.332, 0.365, -0.557], [-0.439, 0.578, 0.373], [-0.663, -0.859, 1.527], [0.807, 1.534, 0.007], [-0.689, 0.354, -0.397], [0.062, -0.587, 1.592], [0.000, 0.420, -0.615], [-0.386, -0.558, -0.269], [-0.140, 0.042, 0.482], [0.769, -0.387, -0.884], [-0.004, 0.170, -0.295], [0.235, -0.585, -0.507], [-0.066, -0.421, -0.221], [0.515, 0.300, -0.794]],
  "charge": 0,
  "orbital_gap_ev": 9.95,
  "smiles": "C1CCOC1.C1CCOC1.C1CCOC1.C1CCOC1.C1CCOC1.C1CCOC1.C1CCOC1.C1CCOC1.C1CCOC1",
  "molar_mass_da": 648.96
}